# 1
{
  "formula": "C27H26N2O2",
  "method": "ωB97M-V/def2-TZVPD",
  "elements": ["C", "C", "N", "C", "C", "C", "C", "C", "C", "C", "C", "C", "C", "C", "C", "C", "C", "C", "H", "H", "H", "H", "H", "H", "H", "H", "H", "H", "H", "H", "H", "H", "H", "H", "C", "C", "C", "C", "C", "C", "C", "O", "C", "O", "N", "C", "C", "H", "H", "H", "H", "H", "H", "H", "H", "H", "H"],
  "xyz": [[-3.268712, -0.738719, 0.300315], [-2.037837, -1.504876, 0.547755], [-1.957264, -2.848316, 0.355482], [-2.951215, -3.649611, -0.343476], [-0.732803, -3.331821, 0.823666], [-0.026988, -2.234498, 1.375583], [1.245759, -2.420287, 1.893639], [1.804058, -3.704565, 1.815442], [1.096249, -4.786808, 1.256798], [-0.193230, -4.603793, 0.728813], [-0.853420, -1.054309, 1.193958], [-0.523554, 0.239281, 1.582535], [0.126103, 0.517239, 2.819392], [0.240703, -0.383432, 3.922655], [1.042530, -0.062258, 5.018853], [1.791273, 1.130455, 5.027706], [1.610886, 2.062658, 4.001739], [0.709614, 1.802452, 2.973864], [-3.141678, 0.205928, 0.848286], [-3.441817, -0.493707, -0.762420], [-4.155751, -1.273740, 0.687404], [-2.524708, -4.650830, -0.464137], [-3.896669, -3.725407, 0.209272], [-3.163719, -3.219890, -1.332821], [1.787293, -1.582745, 2.343227], [2.817096, -3.856006, 2.191842], [1.557826, -5.774864, 1.240064], [-0.757157, -5.408290, 0.264118], [-0.787448, 1.074909, 0.926408], [-0.291074, -1.339802, 3.891125], [1.097507, -0.744446, 5.869024], [2.506666, 1.342299, 5.821986], [2.218392, 2.973858, 3.960980], [0.378418, 2.577395, 2.280036], [-2.122836, 3.971320, -4.078898], [-2.042120, 3.380378, -2.810221], [-1.067950, 2.410846, -2.555747], [-0.155015, 2.066896, -3.554230], [1.006078, 1.156091, -3.214488], [1.831759, 1.643336, -2.016881], [3.213840, 0.983738, -1.898808], [3.541322, 1.129650, -0.517854], [2.351539, 1.440126, 0.135852], [2.417653, 1.667903, 1.344264], [1.276856, 1.435570, -0.711062], [-0.284553, 2.598658, -4.843857], [-1.242487, 3.580764, -5.098969], [-2.871651, 4.742927, -4.271083], [-2.723415, 3.680576, -2.013304], [-0.954631, 1.962556, -1.569642], [0.651233, 0.149024, -2.965084], [1.648792, 1.074928, -4.096680], [1.973126, 2.743016, -2.148891], [3.130307, -0.089583, -2.132904], [3.989071, 1.414896, -2.541286], [0.404286, 2.270860, -5.624647], [-1.296533, 4.052073, -6.084694]],
  "forces_ev_per_angstrom": [[-0.4, 0.6, -0.1], [1.1, -0.6, 0.1], [-0.2, 0.7, -0.1], [0.0, -0.1, -0.1], [0.5, 0.7, 0.0], [-0.5, -0.6, 0.1], [0.6, -0.6, -0.1], [-0.2, 0.3, 0.0], [-0.4, 0.3, -0.1], [0.5, -0.1, 0.4], [-0.6, -1.0, -0.4], [-0.4, 0.4, 0.9], [0.2, 0.5, 0.3], [0.5, -0.1, 0.3], [-0.6, -0.4, -0.5], [-0.2, 0.5, -0.9], [0.3, 0.0, 0.6], [-0.4, 0.0, -0.6], [-0.4, -0.2, -0.3], [0.1, -0.2, 0.3], [0.4, 0.3, -0.2], [-0.3, 0.3, -0.1], [0.3, 0.0, 0.0], [0.1, -0.2, 0.3], [-0.1, -0.4, -0.3], [-0.3, 0.0, -0.1], [-0.1, 0.3, -0.1], [0.3, 0.0, 0.2], [0.0, -0.1, 0.3], [0.2, 0.4, 0.1], [0.0, 0.2, -0.3], [-0.2, -0.1, -0.1], [-0.5, -0.3, 0.1], [0.6, -0.2, 0.1], [0.1, 0.0, 0.0], [0.2, -0.2, -0.4], [-0.2, 0.5, -0.2], [0.2, -0.3, -0.1], [-0.1, -0.2, 0.3], [0.6, 0.5, -0.5], [-0.2, -0.4, -0.2], [0.2, 0.4, -0.4], [-1.4, -0.2, -1.4], [0.2, -0.3, 0.0], [0.7, 0.2, 2.0], [-0.1, 0.3, 0.4], [-0.3, -0.1, 0.2], [0.2, -0.2, 0.0], [0.1, 0.0, -0.2], [0.0, 0.2, -0.2], [0.0, 0.0, -0.1], [0.0, 0.0, 0.1], [0.1, -0.3, -0.2], [0.0, 0.1, 0.0], [-0.1, 0.1, 0.3], [-0.1, 0.2, 0.2], [-0.1, -0.2, 0.3]],
  "nbo_charge": [-0.6772, 0.3205, -0.3145, -0.4113, 0.1042, 0.0025, -0.1955, -0.2159, -0.2045, -0.2344, -0.1659, 0.0907, -0.1199, -0.1509, -0.2661, -0.1172, -0.2445, 0.0148, 0.2448, 0.2534, 0.2365, 0.2257, 0.2149, 0.2206, 0.2419, 0.2230, 0.2212, 0.2143, 0.2553, 0.2237, 0.2216, 0.2221, 0.2377, 0.2364, -0.2379, -0.2011, -0.2599, 0.0959, -0.4466, -0.0717, -0.0771, -0.5366, 0.8403, -0.7343, -0.7802, -0.2518, -0.2115, 0.2081, 0.2031, 0.2384, 0.2104, 0.2014, 0.1549, 0.1531, 0.1777, 0.2073, 0.2102],
  "e_lumo_ev": -1.86,
  "homo_energy_ha": -0.246,
  "orbital_gap_ev": 4.82,
  "e_above_lowest_kj_mol": 0.0,
  "spin_multiplicity": 1
}

# 2
{
  "formula": "C27H26N2OReS",
  "method": "ωB97M-V/def2-TZVPD",
  "elements": ["Re", "N", "C", "C", "C", "C", "C", "C", "C", "C", "C", "C", "C", "C", "H", "H", "H", "H", "H", "H", "H", "H", "H", "H", "C", "S", "C", "O", "H", "H", "H", "H", "H", "H", "N", "C", "C", "C", "C", "C", "C", "C", "C", "C", "C", "C", "C", "C", "H", "H", "H", "H", "H", "H", "H", "H", "H", "H"],
  "xyz": [[-0.149102, 0.324783, 0.218382], [-0.762511, -1.682789, 0.297890], [-0.450831, -2.385843, -0.948215], [-1.474991, -3.010278, -1.632917], [-1.190181, -3.674607, -2.816908], [0.111693, -3.701995, -3.290476], [1.124047, -3.062558, -2.591933], [0.869255, -2.383929, -1.401943], [1.951798, -1.649007, -0.701686], [3.244950, -2.163483, -0.691350], [4.295126, -1.435923, -0.149338], [4.080132, -0.175601, 0.389099], [2.793956, 0.338615, 0.403955], [1.713724, -0.386146, -0.112359], [-1.746007, -1.829960, 0.521061], [-0.239231, -2.112703, 1.064566], [-2.487762, -2.994637, -1.246195], [-1.982781, -4.170472, -3.359509], [0.340756, -4.217482, -4.212957], [2.130852, -3.064848, -2.987573], [3.435907, -3.145727, -1.103576], [5.291708, -1.857197, -0.150437], [4.905423, 0.394009, 0.793705], [2.629891, 1.328367, 0.825213], [-0.284368, 0.170520, 4.872828], [0.497517, 0.874477, 3.436635], [-0.138918, 2.539263, 3.515843], [-0.300041, 0.205023, 2.270786], [-1.364086, 0.206814, 4.739016], [0.023889, 0.761843, 5.735529], [0.072767, -0.850452, 4.984186], [0.346673, 3.035005, 4.356882], [-1.220453, 2.523668, 3.638312], [0.148720, 3.044583, 2.594596], [-0.625045, 0.973839, -1.362559], [-0.942886, 1.501515, -2.510088], [-0.234232, 1.007654, -3.691700], [-0.908131, 0.900598, -4.913949], [-0.255597, 0.377720, -6.015979], [1.073713, -0.011899, -5.914156], [1.750541, 0.098360, -4.703783], [1.097613, 0.588980, -3.590470], [-1.968325, 2.534807, -2.584072], [-2.977156, 2.604173, -1.615041], [-3.940755, 3.588809, -1.684101], [-3.895157, 4.530443, -2.709101], [-2.891079, 4.481698, -3.665842], [-1.933974, 3.483447, -3.612373], [-1.946586, 1.194885, -4.987431], [-0.780365, 0.277923, -6.955992], [1.587106, -0.398790, -6.784415], [2.790241, -0.192764, -4.636932], [1.619804, 0.682039, -2.647378], [-3.023658, 1.857580, -0.831040], [-4.734847, 3.625691, -0.951178], [-4.649013, 5.304690, -2.759229], [-2.852949, 5.222539, -4.452209], [-1.137532, 3.458530, -4.344035]],
  "forces_ev_per_angstrom": [[0.0, 0.3, 0.5], [-0.1, -0.1, -0.1], [0.1, 0.1, 0.0], [0.0, 0.0, 0.0], [0.0, 0.0, 0.0], [0.0, 0.0, 0.0], [0.0, 0.0, 0.0], [-0.1, 0.0, 0.0], [-0.1, 0.1, 0.0], [0.0, 0.0, 0.0], [0.0, 0.0, 0.0], [0.0, 0.0, 0.0], [-0.1, 0.1, 0.0], [0.1, -0.2, -0.2], [0.0, 0.1, 0.0], [0.0, 0.0, 0.0], [0.0, 0.0, 0.0], [0.0, 0.0, 0.0], [0.0, 0.0, 0.0], [0.0, 0.0, 0.0], [0.0, 0.0, 0.0], [0.0, 0.0, 0.0], [0.0, 0.0, 0.0], [0.0, 0.0, 0.0], [0.0, 0.0, 0.0], [0.0, 0.1, 0.1], [0.0, -0.1, 0.0], [-0.1, -0.1, -0.1], [0.0, 0.0, 0.0], [0.0, 0.0, 0.0], [0.0, 0.0, 0.0], [0.0, 0.0, 0.0], [0.0, 0.0, 0.0], [0.0, 0.0, 0.0], [0.2, -0.3, 0.0], [0.0, 0.1, -0.1], [-0.1, 0.0, 0.0], [0.0, 0.0, 0.0], [0.0, 0.0, 0.0], [0.0, 0.0, 0.0], [0.0, 0.0, 0.0], [0.0, 0.0, 0.0], [0.0, 0.0, 0.0], [0.0, 0.0, 0.0], [0.0, 0.0, 0.0], [0.0, 0.0, 0.0], [0.0, 0.0, 0.0], [0.0, 0.1, 0.0], [0.0, 0.0, 0.0], [0.0, 0.0, 0.0], [0.0, 0.0, 0.0], [0.0, 0.0, 0.0], [0.0, 0.0, 0.0], [0.0, 0.0, 0.0], [0.0, 0.0, 0.0], [0.0, 0.0, 0.0], [0.0, 0.0, 0.0], [0.0, 0.0, 0.0]],
  "lowdin_spin": [0.7468, 0.0044, 0.0047, -0.0009, 0.0008, -0.0010, 0.0005, 0.0002, -0.0004, -0.0004, 0.0012, -0.0002, 0.0079, -0.0038, -0.0003, 0.0038, 0.0000, 0.0001, -0.0001, 0.0000, -0.0001, 0.0001, -0.0001, 0.0039, -0.0006, 0.0106, 0.0029, 0.0488, 0.0002, -0.0001, 0.0001, 0.0002, 0.0002, 0.0023, -0.0262, 0.0646, 0.0063, 0.0177, -0.0020, 0.0224, -0.0008, 0.0169, 0.0081, 0.0178, -0.0011, 0.0246, -0.0020, 0.0194, 0.0004, -0.0005, 0.0011, -0.0004, 0.0009, 0.0003, -0.0005, 0.0012, -0.0005, 0.0004],
  "e_lumo_ev": [-6.98, -7.38],
  "total_charge": 2,
  "homo_energy_ha": [-0.505, -0.511],
  "orbital_gap_ev": [6.77, 6.52],
  "e_above_lowest_kj_mol": 0.0,
  "spin_multiplicity": 2
}